1.
A structure of composition C36H72O21, computed with ωB97M-V/def2-TZVPD.

Geometry as ORCA input:
```
! wB97M-V def2-TZVPD RIJCOSX def2/J DEFGRID3
* xyz 0 1
C -14.0012 -15.6354 -14.1327
C -14.1613 -15.4947 -15.6125
O -14.6736 -16.6166 -16.2057
C -14.1799 -17.1196 -17.2864
O -13.2087 -16.6881 -17.9740
O -14.9898 -18.1314 -17.5242
C -14.9575 -18.8246 -18.7559
H -13.5484 -14.7203 -13.7509
H -13.3062 -16.4225 -13.8403
H -14.8485 -15.6434 -13.4471
H -13.2493 -15.1106 -16.0694
H -14.9087 -14.7191 -15.7798
H -14.4503 -19.7457 -18.4690
H -14.3437 -18.3470 -19.5196
H -15.8996 -19.1530 -19.1949
C -7.1568 -22.4360 -14.0600
C -7.5328 -23.8701 -14.4175
O -7.8575 -24.0494 -15.8012
C -8.9294 -23.5771 -16.4730
O -9.8563 -22.9782 -15.9944
O -8.7785 -23.9277 -17.7878
C -9.9480 -23.7451 -18.5896
H -6.3675 -22.1692 -14.7627
H -6.9259 -22.3471 -12.9985
H -7.9157 -21.6536 -14.0684
H -8.4284 -24.2202 -13.9044
H -6.6393 -24.4882 -14.3291
H -10.7006 -24.5188 -18.4373
H -9.6312 -23.6166 -19.6246
H -10.2737 -22.7233 -18.3947
C -11.7938 -27.7508 -21.6762
C -11.6393 -26.5438 -20.6910
O -12.4013 -25.3516 -21.0546
C -11.9152 -24.1543 -20.6443
O -10.8332 -24.0014 -20.0941
O -12.7240 -23.1634 -20.8978
C -12.7113 -21.9253 -20.2197
H -12.8223 -27.7694 -22.0368
H -11.6622 -28.7383 -21.2340
H -11.1637 -27.6730 -22.5622
H -10.5852 -26.2724 -20.6326
H -12.0577 -26.7935 -19.7159
H -11.8237 -21.3703 -20.5233
H -12.9867 -21.9297 -19.1651
H -13.4547 -21.2296 -20.6090
O -14.9826 -21.5880 -16.7063
C -14.9529 -20.8618 -15.7063
O -15.1944 -21.1935 -14.3888
C -15.3162 -22.5497 -14.1545
C -14.9992 -22.6525 -12.6198
C -15.1721 -19.3680 -15.9391
H -14.5749 -23.1782 -14.6480
H -16.2872 -22.9855 -14.3900
H -14.0519 -22.2540 -12.2566
H -15.1364 -23.6801 -12.2833
H -15.7451 -22.0455 -12.1067
H -14.2698 -18.8148 -16.1998
H -15.6148 -18.9095 -15.0549
H -15.8158 -19.0890 -16.7733
O -8.6034 -24.5357 -11.9455
C -8.4650 -23.3326 -11.7574
O -9.1428 -22.3030 -12.3711
C -10.0852 -22.5690 -13.3727
C -11.4081 -21.9144 -12.9587
C -7.3381 -22.7666 -10.8825
H -10.1792 -23.6209 -13.6426
H -9.7198 -22.2204 -14.3386
H -12.0746 -22.0616 -13.8086
H -11.1939 -20.8472 -12.9022
H -11.8696 -22.2639 -12.0351
H -6.5299 -22.2446 -11.3949
H -6.9556 -23.6600 -10.3889
H -7.7707 -22.1389 -10.1035
O -14.8719 -20.8334 -23.6454
C -14.7016 -21.7976 -22.9566
O -14.8018 -21.7947 -21.6422
C -15.1691 -20.6989 -20.8755
C -16.1203 -21.1544 -19.7697
C -14.2418 -23.1314 -23.3981
H -15.6669 -19.9148 -21.4460
H -14.3156 -20.2683 -20.3518
H -17.0795 -21.5747 -20.0721
H -16.3612 -20.2266 -19.2510
H -15.6641 -21.8689 -19.0845
H -15.0969 -23.6747 -23.8001
H -13.8240 -23.6643 -22.5440
H -13.6042 -23.0450 -24.2779
O -8.3188 -16.3415 -20.0163
C -8.7042 -16.7264 -18.9339
O -9.8644 -17.2937 -18.6300
C -10.9506 -17.6595 -19.4495
C -11.6755 -18.7994 -18.6204
C -7.7830 -16.7285 -17.6675
H -10.8479 -17.9553 -20.4935
H -11.6465 -16.8214 -19.4893
H -11.0540 -19.6936 -18.6673
H -12.6738 -19.0602 -18.9718
H -11.9120 -18.5213 -17.5934
H -6.9598 -16.0317 -17.8255
H -7.2038 -17.6210 -17.4305
H -8.3762 -16.4248 -16.8050
O -11.6882 -22.4694 -17.9610
C -12.5009 -21.5655 -17.7027
O -12.8389 -21.1308 -16.4960
C -12.1679 -21.5754 -15.2537
C -11.1191 -20.4338 -15.0715
C -13.2375 -20.7524 -18.7535
H -11.8313 -22.6021 -15.3974
H -13.0701 -21.5616 -14.6422
H -10.4349 -20.5566 -15.9111
H -10.6158 -20.4778 -14.1057
H -11.5359 -19.4267 -15.0592
H -12.5578 -20.6495 -19.5994
H -13.4513 -19.7462 -18.3932
H -14.1062 -21.2454 -19.1900
O -16.7824 -24.1561 -19.8159
C -15.6205 -24.2597 -20.1550
O -14.5739 -24.1466 -19.3051
C -14.6654 -23.2762 -18.1300
C -14.1356 -24.0983 -17.0103
C -15.1154 -24.8538 -21.5167
H -15.5297 -22.6120 -18.1294
H -13.8767 -22.5583 -18.3554
H -13.0595 -24.2715 -16.9988
H -14.7389 -25.0042 -17.0681
H -14.4645 -23.5662 -16.1176
H -15.8086 -24.5446 -22.2989
H -15.0927 -25.9424 -21.4661
H -14.1065 -24.4529 -21.6140
*
```

Output
* E_LUMO: 0.0117 Eh
* ΔE to the lowest compared entry with this formula, charge and spin: 3087.0 kJ/mol


2.
A cluster of 9 separate species, C36H72O25 in total, computed with ωB97M-V/def2-TZVPD.

Geometry as ORCA input:
```
! wB97M-V def2-TZVPD RIJCOSX def2/J DEFGRID3
* xyz 0 1
C -6.7263 5.8080 -0.7951
C -5.2655 6.0261 -0.4371
O -5.0702 6.7518 0.7639
C -5.0345 6.0327 1.8825
O -5.1542 4.8358 1.9596
O -4.8346 6.8567 2.8986
C -4.8576 6.2924 4.1947
H -6.9731 5.8689 -1.8498
H -7.3804 6.4916 -0.2462
H -7.0371 4.8398 -0.3910
H -4.7584 6.5913 -1.2210
H -4.7483 5.0652 -0.4365
H -4.8154 7.1194 4.8990
H -3.9893 5.6568 4.3696
H -5.7702 5.7276 4.3810
C 5.3777 -2.1956 -0.3469
C 6.2774 -3.1358 -1.1235
O 7.5371 -2.5050 -1.4080
C 7.5195 -1.6306 -2.4175
O 6.5894 -1.3797 -3.1241
O 8.7023 -1.0239 -2.5688
C 9.7943 -1.3448 -1.7386
H 5.9097 -1.8664 0.5440
H 4.4855 -2.7261 -0.0024
H 5.0203 -1.4182 -1.0168
H 5.7994 -3.4146 -2.0656
H 6.5168 -4.0733 -0.6277
H 10.5517 -0.5809 -1.9298
H 10.2969 -2.2940 -1.9348
H 9.5789 -1.2895 -0.6711
C 1.8221 4.3138 -3.2948
C 2.4331 5.7104 -3.3258
O 3.1133 6.0343 -2.1154
C 2.3490 6.2777 -1.0517
O 1.1543 6.1789 -0.9962
O 3.1484 6.6434 -0.0498
C 2.5028 6.9004 1.2063
H 1.4387 4.1375 -2.2891
H 2.5841 3.5454 -3.4241
H 1.0141 4.2375 -4.0168
H 1.6786 6.4213 -3.6626
H 3.2433 5.7331 -4.0552
H 1.5623 6.3702 1.3020
H 2.3454 7.9795 1.2532
H 3.1720 6.5994 2.0059
C -0.7238 -8.4074 -1.0963
C -2.0626 -7.7219 -0.8807
O -2.0220 -7.0620 0.3959
C -2.0843 -5.7388 0.5301
O -2.1757 -5.2128 1.6024
O -2.0389 -5.1165 -0.6532
C -1.7480 -3.7283 -0.6815
H -0.4539 -9.0633 -0.2714
H 0.0439 -7.6378 -1.2170
H -0.6931 -8.9748 -2.0288
H -2.8752 -8.4364 -0.7884
H -2.1816 -7.0119 -1.6920
H -0.7471 -3.6082 -0.2588
H -2.3440 -3.0827 -0.0253
H -1.8438 -3.3263 -1.6812
C -3.3301 -6.0674 5.2050
C -2.7629 -4.9976 6.1167
O -2.0021 -4.0955 5.2878
C -2.0561 -2.7815 5.5503
O -2.6803 -2.2731 6.4361
O -1.3186 -2.0890 4.6909
C -0.6465 -2.7514 3.6215
H -2.4799 -6.4641 4.6422
H -4.0592 -5.6449 4.5214
H -3.6871 -6.9214 5.7791
H -2.0556 -5.4090 6.8377
H -3.5276 -4.4167 6.6294
H -1.2927 -3.4406 3.0844
H 0.2284 -3.2740 4.0087
H -0.3247 -1.9765 2.9336
C 1.3594 -0.6095 0.7774
C 0.2094 -0.7151 -0.2045
O -0.7254 0.3483 -0.0958
C -0.4206 1.5524 -0.5584
O 0.6253 1.8692 -1.0470
O -1.5337 2.2770 -0.5611
C -1.4195 3.5886 -1.0940
H 2.1965 -1.2383 0.4777
H 1.0751 -0.7967 1.8114
H 1.7280 0.4187 0.7551
H -0.2996 -1.6714 -0.1169
H 0.6307 -0.7310 -1.2110
H -2.3695 4.0982 -0.9624
H -1.0908 3.5910 -2.1315
H -0.6973 4.1757 -0.5167
C 0.2870 -6.3123 -4.3603
C 0.7253 -5.2643 -3.3637
O 1.5622 -4.3053 -4.0059
C 1.5463 -3.0599 -3.5450
O 0.8862 -2.6941 -2.6027
O 2.3513 -2.3219 -4.2892
C 2.4703 -0.9405 -3.9583
H 1.0721 -6.9875 -4.7041
H -0.0449 -5.8133 -5.2763
H -0.5117 -6.9253 -3.9469
H 1.3931 -5.7394 -2.6337
H -0.1276 -4.8793 -2.8120
H 1.6839 -0.5986 -3.2887
H 2.3774 -0.3825 -4.8876
H 3.4310 -0.7249 -3.4948
C -0.4690 3.3929 2.6902
C 0.6233 2.3504 2.8244
O 1.5256 2.5860 3.8946
C 2.3677 3.5979 3.7641
O 2.4811 4.3098 2.8000
O 3.0833 3.6732 4.8791
C 4.1576 4.6102 4.8622
H -0.9421 3.2777 1.7168
H -0.0673 4.4077 2.6544
H -1.1314 3.3286 3.5549
H 1.1821 2.4469 1.8840
H 0.1961 1.3565 2.9022
H 4.5436 4.7164 5.8670
H 3.8758 5.6012 4.4990
H 4.8822 4.2400 4.1328
C -4.0737 -0.5976 -1.7160
C -2.8482 -0.5629 -2.6094
C -3.4899 -0.3750 -3.9765
O -4.6213 0.4869 -3.7110
C -4.8264 0.6021 -2.3165
H -3.8236 -0.4180 -0.6686
H -4.6332 -1.5315 -1.8039
H -2.0784 -1.3202 -2.4841
H -2.3544 0.4030 -2.4278
H -3.9371 -1.3351 -4.2785
H -2.9369 0.0573 -4.8045
H -5.8768 0.5748 -2.0361
H -4.3371 1.4761 -1.8709
*
```

Output
* E_LUMO: 0.0130 Eh
* SMILES: CCOC(=O)OC.CCOC(=O)OC.CCOC(=O)OC.CCOC(=O)OC.CCOC(=O)OC.CCOC(=O)OC.CCOC(=O)OC.CCOC(=O)OC.C1CCOC1
* ΔE to the lowest compared entry with this formula, charge and spin: 206.8 kJ/mol


3.
A cluster of 9 separate species, C36H72O9 in total, computed with ωB97M-V/def2-TZVPD.

Geometry as ORCA input:
```
! wB97M-V def2-TZVPD RIJCOSX def2/J DEFGRID3
* xyz 0 1
C -13.8593 8.0455 -24.3798
C -13.0603 6.8372 -24.8657
C -14.1133 6.1178 -25.7035
O -15.2608 6.2083 -24.8703
C -15.3194 7.5274 -24.3478
H -13.7586 8.9423 -24.9938
H -13.5098 8.3837 -23.3994
H -12.7406 6.2309 -24.0185
H -12.1819 7.1430 -25.4361
H -13.8882 5.0822 -25.9429
H -14.3023 6.6875 -26.6244
H -15.6976 7.4442 -23.3293
H -15.9760 8.1448 -24.9665
C -13.9364 9.3195 -20.2563
C -12.8273 9.4339 -19.2320
C -12.1154 8.1124 -19.4485
O -13.1751 7.1558 -19.5462
C -14.2991 7.8101 -20.1166
H -13.6243 9.5512 -21.2741
H -14.8138 9.9273 -20.0321
H -13.2356 9.4843 -18.2207
H -12.1824 10.3060 -19.3516
H -11.4056 7.8481 -18.6676
H -11.5872 8.1093 -20.4117
H -15.1833 7.7168 -19.4825
H -14.5260 7.3970 -21.1047
C -22.0900 2.7820 -20.2105
C -23.5973 2.8701 -20.1901
C -23.9880 1.3956 -19.8950
O -22.7782 0.6344 -19.8554
C -21.7717 1.3580 -20.5827
H -21.7433 2.9305 -19.1852
H -21.6028 3.5289 -20.8423
H -24.0914 3.2415 -21.0890
H -23.9149 3.5607 -19.4067
H -24.6397 1.0099 -20.6861
H -24.5112 1.2784 -18.9466
H -21.8266 1.1284 -21.6532
H -20.7949 1.0295 -20.2283
C -17.8413 -1.2502 -21.9354
C -16.7942 -2.3595 -22.0718
C -15.4815 -1.5583 -21.9635
O -15.7687 -0.2816 -22.5345
C -17.1733 -0.0782 -22.6556
H -18.0523 -1.0371 -20.8885
H -18.7654 -1.5636 -22.4235
H -16.8027 -2.8157 -23.0618
H -16.8843 -3.1186 -21.2979
H -14.6971 -1.9881 -22.5851
H -15.1672 -1.4647 -20.9206
H -17.4812 -0.0147 -23.7019
H -17.4296 0.8647 -22.1642
C -21.8511 8.4203 -21.4440
C -21.8843 6.8943 -21.4177
C -23.3640 6.5318 -21.2030
O -24.0547 7.7557 -20.9887
C -23.1044 8.7652 -20.6316
H -21.9925 8.8160 -22.4471
H -20.9478 8.7838 -20.9602
H -21.2809 6.5118 -20.5871
H -21.4677 6.3804 -22.2856
H -23.4912 5.7785 -20.4192
H -23.8766 6.0957 -22.0674
H -22.9575 8.7393 -19.5465
H -23.5353 9.7171 -20.9358
C -20.8422 2.0747 -14.4729
C -20.0862 1.0621 -15.3584
C -20.0283 1.8532 -16.6555
O -19.8306 3.2025 -16.2673
C -20.1125 3.3436 -14.8664
H -20.7421 1.8449 -13.4123
H -21.9021 2.0793 -14.7280
H -20.6399 0.1296 -15.4665
H -19.1042 0.8741 -14.9263
H -20.9484 1.7122 -17.2377
H -19.2179 1.4973 -17.3016
H -20.6849 4.2686 -14.7805
H -19.1968 3.4336 -14.2740
C -12.3975 2.7558 -23.3709
C -13.6463 3.4447 -22.8393
C -13.1836 3.9999 -21.4821
O -12.1129 3.1552 -21.0863
C -11.9534 2.1115 -22.0676
H -11.7184 3.5357 -23.7253
H -12.6313 2.1019 -24.2096
H -14.4667 2.7389 -22.6586
H -14.1220 4.1861 -23.4882
H -14.0726 4.0118 -20.8522
H -12.8266 5.0202 -21.6538
H -12.6334 1.2945 -21.8108
H -10.9140 1.7922 -22.0562
C -23.8001 5.9074 -17.6858
C -22.3580 5.3875 -17.7484
C -21.6026 6.5420 -17.1134
O -22.4695 7.1010 -16.1256
C -23.8215 6.7340 -16.3960
H -24.5885 5.1554 -17.6358
H -24.0270 6.5613 -18.5321
H -21.9781 5.0828 -18.7157
H -22.4064 4.5865 -17.0025
H -21.2886 7.3264 -17.8135
H -20.7066 6.1925 -16.5942
H -24.4107 7.6471 -16.5185
H -24.2418 6.1852 -15.5481
C -17.7938 5.6093 -19.5397
C -16.5713 5.1715 -20.4031
C -17.0418 3.8304 -21.0151
O -18.4596 3.9010 -20.9568
C -18.7446 4.4254 -19.6633
H -18.2044 6.5497 -19.9040
H -17.4394 5.7993 -18.5246
H -15.6997 5.0398 -19.7689
H -16.4335 5.8703 -21.2239
H -16.6063 2.9509 -20.5251
H -16.8424 3.7657 -22.0859
H -18.5512 3.6319 -18.9353
H -19.7795 4.7590 -19.6075
*
```

Output
* E_LUMO: 0.0211 Eh
* SMILES: C1CCOC1.C1CCOC1.C1CCOC1.C1CCOC1.C1CCOC1.C1CCOC1.C1CCOC1.C1CCOC1.C1CCOC1
* ΔE to the lowest compared entry with this formula, charge and spin: 86.7 kJ/mol


| no. | total energy (a.u.) |
| --- | --- |
| 1 | -2993.80232 |
| 2 | -3295.93384 |
| 3 | -2091.86948 |